Here is C19H52AlN18O9 as an isolated structure from OMol25. Energies are from wB97M-V/def2-TZVPD.

HOMO (eV): -4.8
Energy (Eh): -2660.6737
LUMO (eV): 2.11

ORCA input file:
```
! wB97M-V def2-TZVPD RIJCOSX def2/J DEFGRID3
* xyz -1 1
C 0.00 -3.35 0.73
C 0.42 -2.46 0.03
C 0.91 -1.25 -0.62
Al 0.88 0.30 0.74
C 1.88 1.93 0.04
C 2.51 2.88 -0.36
C -1.02 0.70 1.29
C -2.00 0.90 0.08
C -3.46 0.45 0.39
C -4.08 -0.43 -0.74
C -4.37 1.69 0.60
H -0.29 -3.95 1.56
H 1.95 -1.39 -0.96
H 0.32 -1.02 -1.53
H 1.75 -0.23 2.00
H 3.29 3.56 -0.62
H -1.02 1.58 1.95
H -1.38 -0.16 1.89
H -2.01 1.99 -0.09
H -1.63 0.38 -0.81
H -3.45 -0.07 1.36
H -5.01 -0.01 -1.13
H -4.37 -1.39 -0.28
H -3.36 -0.65 -1.54
H -4.56 2.21 -0.35
H -5.35 1.42 0.99
H -3.86 2.36 1.31
C 3.30 -4.00 -1.96
O 2.37 -3.87 -2.75
N 3.13 -3.95 -0.61
N 4.59 -4.20 -2.36
H 3.89 -4.06 0.04
H 2.21 -3.78 -0.24
H 4.76 -4.25 -3.35
H 5.36 -4.30 -1.72
C 1.71 5.86 2.07
O 2.88 5.76 1.74
N 0.78 4.89 1.87
N 1.22 7.00 2.67
H -0.18 4.98 2.14
H 1.09 4.03 1.43
H 1.88 7.74 2.84
H 0.27 7.12 2.96
C 6.67 -1.62 -0.87
O 7.11 -2.64 -1.40
N 7.18 -1.10 0.27
N 5.63 -0.92 -1.41
H 6.84 -0.27 0.71
H 7.94 -1.59 0.70
H 5.23 -1.27 -2.26
H 5.26 -0.08 -1.00
C -4.90 -4.28 -0.26
O -5.49 -3.23 -0.42
N -4.00 -4.47 0.74
N -5.09 -5.36 -1.09
H -3.50 -5.32 0.89
H -3.83 -3.70 1.36
H -5.74 -5.25 -1.84
H -4.61 -6.23 -0.98
C -7.64 3.17 1.83
O -6.71 2.72 2.47
N -8.05 4.48 1.94
N -8.37 2.41 0.95
H -8.82 4.87 1.42
H -7.54 5.06 2.57
H -8.09 1.45 0.85
H -9.14 2.76 0.42
C -9.53 -2.96 -1.28
O -9.30 -2.27 -2.25
N -8.55 -3.51 -0.51
N -10.81 -3.25 -0.88
H -8.73 -4.09 0.29
H -7.59 -3.32 -0.77
H -11.56 -2.87 -1.42
H -11.03 -3.82 -0.08
C -1.96 4.80 -1.94
O -2.66 4.54 -0.98
N -1.09 3.89 -2.47
N -1.98 6.02 -2.56
H -0.50 4.08 -3.26
H -1.04 2.99 -2.03
H -2.61 6.71 -2.19
H -1.41 6.25 -3.35
C 9.21 0.71 -2.83
O 8.36 1.48 -2.43
N 10.39 1.16 -3.38
N 9.08 -0.64 -2.79
H 11.11 0.55 -3.72
H 10.52 2.15 -3.42
H 8.23 -1.02 -2.40
H 9.77 -1.28 -3.13
C 7.77 -1.78 3.77
O 7.99 -1.09 2.79
N 8.76 -2.23 4.60
N 6.51 -2.15 4.13
H 8.60 -2.79 5.41
H 9.70 -1.97 4.36
H 5.75 -1.84 3.54
H 6.30 -2.72 4.93
*
```

Want to see where the charge sits? The Löwdin charges in e are: 0.0405, -0.2831, -0.2584, 0.2369, -0.2020, -0.0715, -0.2646, -0.2555, -0.3987, -0.0700, -0.0974, 0.0035, 0.0378, 0.0555, -0.0746, 0.0018, 0.0350, 0.0367, 0.0756, 0.0735, 0.1102, 0.0684, 0.0329, 0.0678, 0.0757, 0.0437, 0.0795, -0.6959, 0.0118, 0.1639, 0.1435, 0.0908, 0.0447, 0.0955, 0.0677, -0.6910, 0.0090, 0.1726, 0.1281, 0.0942, 0.0605, 0.0885, 0.0812, -0.7038, -0.0372, 0.1659, 0.1835, 0.1006, 0.0806, 0.1039, 0.1069, -0.6592, 0.0053, 0.1683, 0.1527, 0.0931, 0.1090, 0.1011, 0.0904, -0.6820, 0.0297, 0.1397, 0.1519, 0.0831, 0.0973, 0.1031, 0.0863, -0.6921, 0.0224, 0.1591, 0.1311, 0.0902, 0.0665, 0.0929, 0.0820, -0.6852, 0.0218, 0.1672, 0.1358, 0.0909, 0.0939, 0.0916, 0.0828, -0.6865, 0.0234, 0.1328, 0.1689, 0.0815, 0.0939, 0.0568, 0.0928, -0.6636, 0.0144, 0.1457, 0.1616, 0.0887, 0.1000, 0.1123, 0.0925

***

Here is a 2-piece molecular cluster, C16H17N overall from OMol25. Energies are from wB97M-V/def2-TZVPD.

HOMO (eV): -8.0
Energy (Eh): -674.6278
LUMO (eV): 0.86
Structure (SMILES): Cc1c[nH]c2ccccc12.Cc1ccccc1

ORCA input file:
```
! wB97M-V def2-TZVPD RIJCOSX def2/J DEFGRID3
* xyz 0 1
C 0.72 -1.81 -2.30
C 1.53 -0.63 -1.91
C 2.11 0.29 -2.70
N 2.87 1.17 -1.94
C 2.72 0.83 -0.61
C 3.29 1.37 0.54
C 2.99 0.80 1.77
C 2.17 -0.34 1.82
C 1.70 -0.94 0.68
C 1.89 -0.31 -0.55
H 1.28 -2.74 -2.39
H 0.19 -1.65 -3.24
H -0.06 -2.19 -1.64
H 2.12 0.40 -3.77
H 3.12 2.09 -2.22
H 3.79 2.31 0.44
H 3.36 1.31 2.64
H 1.98 -0.76 2.80
H 1.09 -1.83 0.74
C -1.92 0.19 -1.29
C -2.47 -0.04 0.09
C -3.48 0.87 0.47
C -3.83 0.96 1.79
C -3.19 0.21 2.77
C -2.12 -0.59 2.44
C -1.83 -0.73 1.09
H -1.24 -0.50 -1.77
H -1.42 1.16 -1.34
H -2.77 0.33 -1.96
H -3.90 1.44 -0.35
H -4.54 1.69 2.17
H -3.62 0.14 3.76
H -1.50 -1.07 3.19
H -1.05 -1.42 0.78
*
```

Want to see where the charge sits? The natural (NBO) charges in e are: -0.6479, -0.0919, -0.0276, -0.5497, 0.2072, -0.2579, -0.2158, -0.2238, -0.1968, -0.1097, 0.2214, 0.2204, 0.2213, 0.2106, 0.4053, 0.2054, 0.2143, 0.2088, 0.2087, -0.6361, -0.0227, -0.1985, -0.2180, -0.2171, -0.2075, -0.1995, 0.2256, 0.2220, 0.2088, 0.2061, 0.2109, 0.2099, 0.2140, 0.1997

***

Here is one molecule with the formula C18H27N3O from OMol25. Energies are from wB97M-V/def2-TZVPD.

HOMO (eV): -8.4
Energy (Eh): -941.6635
LUMO (eV): 0.87
Structure (SMILES): CCCCCn1c(CCNC(=O)CCC)nc2ccccc21

ORCA input file:
```
! wB97M-V def2-TZVPD RIJCOSX def2/J DEFGRID3
* xyz 0 1
C -2.81 -3.31 -0.56
C -2.56 -3.17 0.94
C -1.08 -3.09 1.29
C -0.47 -1.74 0.91
C 1.05 -1.72 1.15
N 1.62 -0.46 0.73
C 2.02 -0.10 -0.52
C 1.98 -1.03 -1.69
C 1.70 -0.25 -2.98
N 0.64 0.72 -2.82
C -0.60 0.36 -2.42
O -0.97 -0.80 -2.36
C -1.49 1.54 -2.05
C -1.18 1.99 -0.62
C -2.04 3.17 -0.20
N 2.41 1.14 -0.60
C 2.26 1.66 0.66
C 2.50 2.94 1.14
C 2.22 3.19 2.47
C 1.72 2.19 3.31
C 1.47 0.92 2.85
C 1.74 0.66 1.52
H -3.88 -3.36 -0.77
H -2.40 -2.47 -1.11
H -2.35 -4.22 -0.94
H -3.00 -4.03 1.45
H -3.07 -2.28 1.31
H -0.54 -3.89 0.77
H -0.95 -3.25 2.36
H -0.93 -0.95 1.50
H -0.67 -1.54 -0.14
H 1.53 -2.53 0.60
H 1.26 -1.86 2.21
H 2.92 -1.57 -1.78
H 1.17 -1.75 -1.54
H 2.60 0.29 -3.29
H 1.41 -0.96 -3.76
H 0.95 1.66 -2.61
H -1.32 2.36 -2.74
H -2.53 1.22 -2.11
H -0.12 2.27 -0.53
H -1.35 1.16 0.07
H -3.10 2.91 -0.25
H -1.80 3.48 0.81
H -1.87 4.02 -0.86
H 2.89 3.71 0.49
H 2.40 4.17 2.88
H 1.51 2.43 4.34
H 1.07 0.15 3.50
*
```

Want to see where the charge sits? The natural (NBO) charges in e are: -0.6170, -0.3861, -0.3923, -0.4256, -0.2033, -0.3728, 0.4253, -0.4786, -0.2059, -0.6137, 0.6932, -0.6582, -0.4921, -0.3902, -0.5998, -0.5109, 0.0834, -0.2106, -0.2300, -0.2209, -0.2532, 0.1571, 0.2071, 0.2293, 0.1966, 0.1981, 0.1927, 0.1926, 0.1968, 0.2005, 0.2358, 0.2087, 0.2075, 0.2330, 0.2422, 0.2168, 0.2149, 0.4107, 0.2095, 0.2266, 0.2062, 0.2036, 0.2013, 0.2144, 0.2000, 0.2208, 0.2122, 0.2125, 0.2122

***

Here is one molecule with the formula C5H10O2 from OMol25. Energies are from wB97M-V/def2-TZVPD.

HOMO (eV): -9.8
Energy (Eh): -346.9389
LUMO (eV): 0.85
Structure (SMILES): O=CCCCCO

ORCA input file:
```
! wB97M-V def2-TZVPD RIJCOSX def2/J DEFGRID3
* xyz 0 1
O 2.69 -1.16 -1.39
C 1.49 -1.28 -1.29
C 0.49 -0.18 -1.39
C -0.60 -0.49 -0.47
C -0.09 -0.31 0.95
C -0.27 1.22 1.25
O -1.71 1.28 1.45
H 1.10 -2.24 -1.10
H 0.92 0.87 -1.28
H 0.15 -0.11 -2.44
H -1.49 0.11 -0.68
H -0.93 -1.54 -0.66
H 0.86 -0.73 1.15
H -0.83 -0.91 1.51
H 0.18 1.46 2.12
H 0.04 1.95 0.41
H -2.02 2.09 1.87
*
```

Want to see where the charge sits? The natural (NBO) charges in e are: -0.5178, 0.4369, -0.5272, -0.4022, -0.4303, -0.0518, -0.7513, 0.1037, 0.2255, 0.2388, 0.2341, 0.1988, 0.2094, 0.2291, 0.1676, 0.1625, 0.4740

***

| no. | F_max (eV/A) |
| --- | --- |
| 1 | 1.242 |
| 2 | 1.563 |
| 3 | 0.814 |
| 4 | 3.571 |